(1)
The following is a quantum chemistry calculation of 2 unconnected molecules or ions with the total composition C4H12OP in a non-equilibrium geometry, from the OMol25 dataset.

Calculated values
LUMO (alpha / beta) = -3.65 / -7.72 eV
highest occupied orbital energy (alpha / beta) = -15.0 / -11.9 eV
gap between HOMO and LUMO (alpha / beta) = 11.30 / 4.21 eV
F_max = 3.81 eV Å⁻¹
charge = +1

Atoms and positions in Å:
C: 2.420 -0.833 0.473
C: 1.335 0.380 -2.283
C: -2.957 0.599 2.679
C: -1.303 -0.037 -0.735
O: 1.023 -0.627 0.157
P: 0.392 0.633 -0.640
H: 3.019 -0.634 -0.399
H: 2.455 -1.845 0.873
H: 2.697 -0.066 1.253
H: 1.612 -0.701 -2.219
H: 2.203 0.906 -2.300
H: 0.754 0.671 -3.172
H: -1.862 0.595 2.579
H: -3.171 1.718 2.756
H: -3.715 -0.132 3.004
H: -1.402 -1.178 -0.706
H: -1.753 0.412 -1.536
H: -1.747 0.140 0.217

natural (NBO) population analysis, charges in e, atoms 1 to 2: atom 1 (C): -0.26, atom 2 (C): -0.89

=====

(2)
The following is a quantum chemistry calculation of a molecular structure, C4H12PS in a non-equilibrium geometry, from the OMol25 dataset.

Calculated values
LUMO = -5.53 eV
highest occupied orbital energy = -13.1 eV
gap between HOMO and LUMO = 7.57 eV
F_max = 4.22 eV Å⁻¹
charge = +1

Atoms and positions in Å:
C: 0.933 -1.699 -1.116
C: 1.240 1.055 -0.512
C: 0.703 -0.491 1.744
C: -3.075 -0.475 1.363
P: 0.340 -0.379 -0.065
S: -2.437 -0.250 -0.305
H: 0.500 -2.642 -0.937
H: 1.976 -1.673 -0.986
H: 0.535 -1.357 -2.228
H: 2.185 0.582 -0.523
H: 1.294 1.884 0.213
H: 1.227 1.488 -1.519
H: 1.729 -0.294 1.852
H: 0.469 -1.492 2.058
H: 0.039 0.285 2.229
H: -2.577 0.206 2.080
H: -2.891 -1.541 1.500
H: -4.137 -0.467 1.156

natural (NBO) population analysis, charges in e, atoms 1 to 2: atom 1 (C): -0.97, atom 2 (C): -1.02

=====

(3)
The following is a quantum chemistry calculation of 2 unconnected molecules or ions with the total composition C4H12S in a non-equilibrium geometry, from the OMol25 dataset.

Calculated values
LUMO (alpha / beta) = 3.42 / 3.58 eV
highest occupied orbital energy (alpha / beta) = 1.3 / -5.1 eV
multiplicity = 2
gap between HOMO and LUMO (alpha / beta) = 2.10 / 8.71 eV
F_max = 1.87 eV Å⁻¹
charge = -1

Atoms and positions in Å:
C: -4.034 -0.468 -0.146
C: -4.434 -1.259 1.094
H: -3.340 0.325 0.064
H: -4.910 0.077 -0.526
H: -3.667 -1.067 -0.978
H: -4.689 -0.559 1.892
H: -5.229 -1.956 0.874
H: -3.574 -1.804 1.488
C: 4.612 1.043 0.599
S: 4.507 1.349 -1.162
C: 2.895 0.495 -1.538
H: 3.881 1.614 1.188
H: 5.590 1.295 0.968
H: 4.371 0.028 0.902
H: 3.058 0.232 -2.572
H: 2.912 -0.431 -0.955
H: 2.050 1.087 -1.193

natural (NBO) population analysis, charges in e, atoms 1 to 2: atom 1 (C): -0.78, atom 2 (C): -0.64

=====

(4)
The following is a quantum chemistry calculation of 2 unconnected molecules or ions with the total composition C4H12S, from the OMol25 dataset.

Calculated values
LUMO (alpha / beta) = -3.96 / -9.16 eV
highest occupied orbital energy (alpha / beta) = -15.0 / -15.0 eV
multiplicity = 2
gap between HOMO and LUMO (alpha / beta) = 11.01 / 5.81 eV
F_max = 0.88 eV Å⁻¹
charge = +1

Atoms and positions in Å:
C: 1.136 -1.025 1.107
C: 1.496 -2.089 2.173
H: 0.063 -0.919 1.001
H: 1.590 -0.080 1.408
H: 1.566 -1.322 0.148
H: 2.102 -2.876 1.725
H: 0.622 -2.562 2.618
H: 2.063 -1.644 2.988
C: -1.378 0.950 -0.949
C: -0.950 1.260 -2.393
S: -0.880 2.166 0.235
H: -2.462 0.930 -0.846
H: -0.983 0.008 -0.584
H: 0.116 1.435 -2.464
H: -1.358 3.282 -0.366
H: -1.542 2.089 -2.793
H: -1.203 0.396 -3.009

natural (NBO) population analysis, charges in e, atoms 1 to 2: atom 1 (C): -0.62, atom 2 (C): -0.61

=====

Result set for E_tot: -575.77884 -898.82021 -557.70953 -557.43038 hartree, one per record in the order listed.
Result set for relative energy (zero: lowest compared OMol25 entry of this formula, charge and spin): 51.26 73.19 7.59 14.78 kcal/mol, one per record in the order listed.